The following is a quantum chemistry calculation of C4H7N3 in the gas phase at a distorted geometry, from OMol25.

The geometry in XYZ format:
```
14
Properties=species:S:1:pos:R:3:forces:R:3:mulliken_charge:R:1
C 2.294413 0.275780 0.212276 0.035 -0.111 0.266 -0.79
N 1.150585 0.580104 -0.604001 -0.257 -0.096 0.449 -0.23
C -0.153589 0.374889 -0.131135 -0.785 -1.800 0.299 0.21
C -0.814849 -0.887431 0.822210 0.759 2.549 -2.341 -0.17
C -2.104457 -0.946140 0.467748 0.333 2.999 -2.222 -0.48
N -2.244869 0.298076 -0.769234 -0.031 -1.189 1.875 -0.18
N -1.092557 0.959338 -0.782944 0.537 -0.562 -0.175 -0.49
H 2.038773 0.590674 1.227889 0.331 -0.115 0.008 0.30
H 2.542336 -0.799456 0.213663 0.058 0.217 0.116 0.28
H 3.179429 0.841657 -0.117319 -0.333 -0.175 0.100 0.29
H 1.294397 0.508884 -1.611050 -0.449 -0.022 0.629 0.26
H -0.095283 -1.328964 1.522011 -0.972 -0.327 -0.424 0.37
H -3.041987 -1.512037 0.520075 0.875 0.250 0.427 0.38
H -2.952345 1.044629 -0.970184 -0.101 -1.618 0.992 0.25
```
Forces are in eV/Å.

Results
Kohn-Sham gap: 8.827 eV
SMILES: CNc1cc[nH]n1
E_tot: -8728.1177 eV
Relative energy (zero: lowest compared OMol25 entry of this formula, charge and spin): 3.562 eV
LUMO level: 1.09 eV